No. 1
The following is a DFT calculation (ωB97M-V/def2-TZVPD) of C3H3N3O6S in the gas phase at a distorted geometry.

ORCA input file:
```
! RIJCOSX wB97M-V def2-TZVPD def2/J DEFGRID3
* xyz 0 1
C -2.169 -0.180 -0.430
C -1.229 -1.308 -0.303
O -1.313 -2.458 -0.667
N -0.122 -1.030 0.543
C 0.624 -2.033 0.966
N 1.083 -3.001 1.388
O 0.211 0.260 0.780
S 1.531 0.674 -0.415
O 1.076 0.446 -1.706
O 2.705 0.058 0.042
N 1.597 2.422 0.216
O 1.868 2.420 1.341
O 1.509 3.258 -0.613
H -2.202 0.549 -1.301
H -3.151 -0.620 -0.200
H -2.018 0.543 0.359
*
```

## Properties
SMILES string ... CC(=O)N(C#N)OS(=O)(=O)[N+](=O)[O-]
E_LUMO ... -1.372 eV


No. 2
The following is a DFT calculation (ωB97M-V/def2-TZVPD) of a molecular structure, C14H16N6OS2Tc.

ORCA input file:
```
! RIJCOSX wB97M-V def2-TZVPD def2/J DEFGRID3
* xyz 4 4
Tc -0.231 -0.330 -0.986
N -2.982 -2.782 -1.236
C -3.230 -1.549 -0.866
N -2.337 -0.540 -0.778
C -2.980 0.642 -0.413
C -4.334 0.500 -0.143
S -4.862 -1.073 -0.419
C -2.207 1.812 -0.496
C -2.594 3.136 -0.364
S -1.392 4.196 -0.885
C -0.349 2.834 -1.266
N -0.893 1.650 -0.938
N 0.821 3.021 -1.834
H -2.093 -3.085 -1.610
H -3.727 -3.472 -1.288
H -5.028 1.273 0.167
H -3.555 3.510 -0.029
H 1.138 3.952 -2.085
H 1.361 2.255 -2.212
C 3.783 -1.423 -2.031
C 2.853 -0.644 -1.187
O 1.602 -0.513 -1.558
N 3.219 -0.072 -0.078
C 2.326 0.722 0.780
C 1.383 -0.131 1.594
C 1.657 -0.393 2.918
C 0.831 -1.238 3.652
C -0.256 -1.826 3.021
C -0.495 -1.525 1.699
N 0.290 -0.675 0.991
H 3.533 -1.299 -3.083
H 3.674 -2.487 -1.791
H 4.819 -1.137 -1.854
H 4.191 -0.171 0.200
H 1.778 1.432 0.163
H 2.957 1.301 1.448
H 2.528 0.056 3.380
H 1.042 -1.442 4.696
H -0.911 -2.513 3.541
H -1.333 -1.973 1.182
*
```

## Properties
E_LUMO (spin up / spin down) ... -14.368 / -15.768 eV
ΔE to the lowest compared entry with this formula, charge and spin ... 6.7 kcal/mol


No. 3
The following is a DFT calculation (ωB97M-V/def2-TZVPD) of C4H8O2 in the gas phase at a distorted geometry.

ORCA input file:
```
! RIJCOSX wB97M-V def2-TZVPD def2/J DEFGRID3
* xyz 0 1
C -1.216 -1.075 -0.097
C -0.743 0.242 -0.709
C 0.422 0.832 0.051
O 0.111 1.116 1.431
C 1.671 0.042 -0.030
O 2.260 -0.304 0.972
H -2.093 -1.458 -0.627
H -1.486 -0.927 0.953
H -0.435 -1.844 -0.142
H -1.567 0.964 -0.723
H -0.438 0.095 -1.754
H 0.640 1.898 -0.198
H 0.835 0.652 1.909
H 2.039 -0.231 -1.036
*
```

## Properties
SMILES string ... CC[C@@H](O)C=O
E_LUMO ... 0.711 eV
ΔE to the lowest compared entry with this formula, charge and spin ... 29.1 kcal/mol


No. 4
The following is a DFT calculation (ωB97M-V/def2-TZVPD) of 2 unconnected molecules or ions with the total composition Cl2H2OSi at a distorted geometry.

ORCA input file:
```
! RIJCOSX wB97M-V def2-TZVPD def2/J DEFGRID3
* xyz 0 1
O 0.866 -0.557 0.048
Si 1.914 0.464 0.349
Cl 3.798 -0.074 -0.205
H 2.167 1.843 1.046
Cl -3.880 -0.894 -0.117
H -4.864 -0.782 -1.121
*
```

## Properties
SMILES string ... O=[SiH]Cl.Cl
E_LUMO ... -0.266 eV
ΔE to the lowest compared entry with this formula, charge and spin ... 74.1 kcal/mol


No. 5
The following is a DFT calculation (ωB97M-V/def2-TZVPD) of C23H23NO3 in the gas phase at a distorted geometry.

ORCA input file:
```
! RIJCOSX wB97M-V def2-TZVPD def2/J DEFGRID3
* xyz 0 1
C 4.232 -5.623 -3.092
C 3.766 -4.608 -2.055
C 3.924 -3.262 -2.444
C 3.388 -2.228 -1.648
C 2.573 -2.511 -0.579
O 2.224 -1.465 0.267
C 1.203 -0.628 0.044
C 1.208 0.578 0.796
N 0.250 1.512 0.538
C 0.485 2.894 0.884
C 1.850 3.533 0.983
C 0.930 3.863 -0.200
C -0.928 1.157 -0.166
C -2.118 2.085 -0.293
O -3.045 1.530 0.648
C -4.036 2.293 1.193
C -4.143 2.188 2.566
C -5.228 2.984 3.200
C -6.049 3.763 2.468
C -5.840 4.027 1.117
C -4.861 3.121 0.494
C -0.871 0.169 -1.131
C 0.175 -0.750 -1.027
O 0.198 -1.661 -1.901
C 2.426 -3.891 -0.158
C 1.733 -4.253 1.098
C 2.991 -4.963 -0.911
H 3.358 -6.155 -3.442
H 5.000 -6.368 -2.643
H 4.794 -5.254 -4.018
H 4.295 -3.071 -3.473
H 3.585 -1.170 -1.885
H 2.034 0.808 1.412
H -0.448 3.364 1.461
H 2.745 2.952 0.806
H 2.057 4.352 1.634
H 0.338 4.805 -0.268
H 1.328 3.486 -1.188
H -1.955 3.169 -0.155
H -2.576 1.983 -1.307
H -3.476 1.597 3.157
H -5.401 2.944 4.297
H -6.932 4.121 3.020
H -6.435 4.686 0.653
H -4.570 3.176 -0.566
H -1.623 -0.032 -1.912
H 1.089 -5.063 0.883
H 1.129 -3.472 1.586
H 2.389 -4.697 1.793
H 2.836 -6.018 -0.535
*
```

## Properties
SMILES string ... Cc1ccc(Oc2cn(C3CC3)c(COc3ccccc3)cc2=O)c(C)c1
E_LUMO ... 0.419 eV
ΔE to the lowest compared entry with this formula, charge and spin ... 156.0 kcal/mol


No. 6
The following is a DFT calculation (ωB97M-V/def2-TZVPD) of C2H4N4O2 in the gas phase at a distorted geometry.

ORCA input file:
```
! RIJCOSX wB97M-V def2-TZVPD def2/J DEFGRID3
* xyz 0 1
H -2.250 -1.347 -0.258
N -2.371 -0.355 -0.224
C -1.246 0.180 -0.276
N -0.792 1.348 0.484
C 0.500 1.351 0.201
N 0.932 0.366 -0.621
O 2.013 -0.272 -0.359
N -0.061 -0.747 -0.466
O 0.331 -1.180 0.928
H 1.405 1.901 0.745
H 1.947 -0.303 0.806
H 0.681 -2.102 0.401
*
```

## Properties
SMILES string ... [H]/N=c1/ncn(O)n1O
E_LUMO ... -0.297 eV
ΔE to the lowest compared entry with this formula, charge and spin ... 165.6 kcal/mol


No. 7
The following is a DFT calculation (ωB97M-V/def2-TZVPD) of a molecular structure, C4H5N3O2 at a distorted geometry.

ORCA input file:
```
! RIJCOSX wB97M-V def2-TZVPD def2/J DEFGRID3
* xyz 0 1
C -0.434 -1.891 -0.021
C -2.410 0.208 0.010
C 0.924 0.863 -0.001
C 1.502 -0.440 -0.010
N 0.698 -1.477 -0.002
N -2.028 -0.961 0.049
N 1.792 1.925 0.069
O -2.910 1.239 -0.034
O -0.303 1.082 -0.028
H -0.861 -2.854 0.070
H 2.559 -0.628 -0.035
H -2.713 -1.699 0.121
H 2.772 1.790 -0.110
H 1.411 2.843 -0.079
*
```

## Properties
E_LUMO ... 0.364 eV
ΔE to the lowest compared entry with this formula, charge and spin ... 99.9 kcal/mol


No. 8
The following is a DFT calculation (ωB97M-V/def2-TZVPD) of a molecular structure, C30H22N6ReS4.

ORCA input file:
```
! RIJCOSX wB97M-V def2-TZVPD def2/J DEFGRID3
* xyz 0 2
Re 1.288 -0.136 0.173
C 4.803 2.783 -3.724
S 5.147 1.760 -2.283
C 3.739 1.988 -1.240
S 2.363 2.811 -1.667
N 4.021 1.397 -0.075
N 3.003 1.036 0.728
C 3.268 1.082 2.002
C 2.365 0.438 2.909
C 2.527 0.488 4.298
C 1.622 -0.160 5.103
C 0.565 -0.843 4.505
C 0.463 -0.857 3.133
N 1.352 -0.244 2.333
H 5.670 3.405 -3.936
H 3.941 3.414 -3.509
H 4.579 2.158 -4.585
H 4.192 1.540 2.328
H 3.363 1.037 4.706
H 1.727 -0.138 6.178
H -0.175 -1.364 5.095
H -0.343 -1.372 2.632
N -9.013 1.159 0.026
C -7.875 1.014 0.083
C -6.455 0.832 0.154
C -5.661 1.137 -0.949
C -4.290 0.969 -0.870
C -3.708 0.491 0.299
C -4.508 0.183 1.395
C -5.878 0.355 1.329
C -2.231 0.326 0.369
C -1.480 1.464 0.514
C -1.960 2.785 0.794
C -0.871 3.560 1.056
C 0.263 2.712 0.918
N -0.082 1.483 0.585
C -1.743 -1.001 0.321
C -2.523 -2.167 0.271
C -1.647 -3.245 0.271
C -0.366 -2.706 0.303
N -0.404 -1.357 0.340
H -6.118 1.505 -1.857
H -3.663 1.206 -1.719
H -4.050 -0.188 2.303
H -6.504 0.125 2.180
H -2.998 3.073 0.828
H -0.842 4.604 1.314
H 1.298 2.990 1.021
H -3.599 -2.196 0.238
H -1.894 -4.292 0.235
H 0.581 -3.219 0.282
S 1.012 -0.145 -2.079
C 1.766 -1.582 -2.670
C 1.614 -1.955 -4.018
C 2.241 -3.076 -4.498
C 3.041 -3.853 -3.643
C 3.205 -3.498 -2.330
C 2.564 -2.354 -1.820
S 2.808 -1.840 -0.191
H 1.000 -1.337 -4.660
H 2.124 -3.365 -5.533
H 3.536 -4.735 -4.027
H 3.827 -4.086 -1.667
*
```

## Properties
E_LUMO (spin up / spin down) ... -1.736 / -1.305 eV
ΔE to the lowest compared entry with this formula, charge and spin ... 0.0 kcal/mol


Let's list E in order: -1129.75992, -1822.50491, -307.66613, -1286.33904, -1170.52972, -447.83845, -470.08046, -3156.00859 hartree.
Let's list molar mass in order: 209.14, 446.46, 88.11, 117.01, 361.44, 116.08, 127.10, 781.02 g mol⁻¹.